1.
The following is a DFT calculation (wB97M-V/def2-TZVPD) of C2HN3O2 as an isolated structure.

**LUMO level (spin up / spin down)**: -1.1 / -1.1 eV
**Frontier orbital gap (spin up / spin down)**: 8.175 / 8.176 eV
**Energy relative to the best compared isomer or geometry (same formula, charge and spin)**: 632.9 kJ/mol

Last column: Mulliken charge in e.
CARTESIAN COORDINATES (ANGSTROEM)
C: 2.325 -0.321 -0.940  -0.02
C: -2.294 0.273 0.227  0.76
N: 0.425 -0.500 -1.222  -0.29
N: 0.360 -0.147 -0.061  0.13
N: 1.716 -0.013 0.267  -0.08
O: -2.476 -0.712 0.779  -0.36
O: -2.263 1.340 -0.215  -0.38
H: 2.206 0.080 1.166  0.25

2.
The following is a DFT calculation (wB97M-V/def2-TZVPD) of a 23-piece molecular cluster, C70H194N8O42 overall.

**LUMO level**: 0.1 eV
**Frontier orbital gap**: 8.168 eV

Last column: Mulliken charge in e.
CARTESIAN COORDINATES (ANGSTROEM)
C: 5.157 -7.167 3.249  -0.59
O: 3.861 -7.711 2.929  -0.50
C: 2.917 -6.693 2.663  1.17
C: 1.522 -7.246 2.255  -1.07
N: 0.664 -6.202 1.628  -0.22
C: 1.129 -6.016 0.256  -0.48
C: 0.084 -5.136 -0.441  0.76
O: -1.091 -5.932 -0.479  -0.56
C: -2.219 -5.085 -0.503  -0.14
H: 5.679 -6.771 2.378  0.19
H: 5.705 -8.021 3.647  0.33
H: 5.149 -6.425 4.048  0.27
H: 3.381 -6.298 1.759  -0.66
H: 2.744 -5.968 3.458  0.18
H: 1.006 -7.556 3.164  0.41
H: 1.604 -8.154 1.659  0.41
H: -0.274 -6.568 1.544  0.28
H: 1.192 -7.004 -0.199  0.84
H: 2.093 -5.509 0.224  -0.50
H: 0.489 -4.953 -1.436  0.04
H: 0.019 -4.190 0.097  -0.59
H: -2.364 -4.575 0.449  0.43
H: -3.124 -5.640 -0.751  -0.23
H: -2.168 -4.255 -1.208  0.07
C: -2.495 5.002 2.982  -0.25
O: -3.643 5.899 2.782  -0.46
C: -3.282 7.303 2.830  -0.15
C: -4.522 8.234 2.923  -1.27
N: -5.131 8.319 1.591  -0.06
C: -6.297 9.217 1.619  -0.86
C: -6.898 9.299 0.150  -0.58
O: -7.691 8.185 -0.194  -0.29
C: -8.703 8.345 -1.233  -0.83
H: -1.991 4.973 3.948  0.28
H: -1.750 5.181 2.206  0.20
H: -2.834 3.968 2.935  -0.11
H: -2.714 7.588 1.944  0.16
H: -2.669 7.474 3.715  0.48
H: -4.199 9.208 3.289  0.52
H: -5.148 8.001 3.784  0.42
H: -5.456 7.379 1.415  0.14
H: -6.043 10.260 1.809  0.43
H: -7.047 8.919 2.352  0.41
H: -6.095 9.437 -0.574  0.26
H: -7.548 10.170 0.068  0.59
H: -9.380 9.182 -1.061  0.33
H: -9.251 7.405 -1.297  0.25
H: -8.128 8.403 -2.157  0.34
C: -5.770 -7.718 -1.732  -0.58
O: -6.515 -7.031 -2.749  -0.36
C: -6.938 -5.736 -2.311  -0.82
C: -5.761 -4.740 -2.091  0.00
N: -5.036 -4.235 -3.336  -0.38
C: -4.059 -5.205 -3.912  0.13
C: -3.305 -4.527 -5.098  -1.08
O: -2.213 -3.741 -4.660  -0.29
C: -1.060 -4.446 -4.117  -0.86
H: -4.734 -7.412 -1.588  0.11
H: -5.764 -8.768 -2.025  0.29
H: -6.246 -7.749 -0.751  0.34
H: -7.552 -5.883 -1.423  0.39
H: -7.530 -5.229 -3.073  0.37
H: -5.046 -5.116 -1.359  -0.20
H: -6.158 -3.939 -1.467  0.46
H: -4.523 -3.403 -3.082  0.15
H: -4.598 -6.107 -4.203  0.54
H: -3.336 -5.511 -3.156  -0.14
H: -3.992 -3.904 -5.671  0.35
H: -2.964 -5.372 -5.697  0.37
H: -0.709 -4.997 -4.990  0.52
H: -1.236 -5.110 -3.270  0.42
H: -0.332 -3.725 -3.745  -0.03
C: -0.309 4.491 -11.379  -0.77
O: -0.690 4.282 -10.032  -0.34
C: 0.357 4.339 -9.028  -0.51
C: 1.327 3.118 -9.147  -0.63
N: 0.684 1.832 -8.593  -0.52
C: 0.369 1.856 -7.180  -0.77
C: 0.098 0.420 -6.663  -0.23
O: 1.300 -0.395 -6.579  -0.56
C: 0.906 -1.697 -6.145  -0.49
H: 0.256 5.417 -11.487  0.33
H: -1.173 4.682 -12.015  0.29
H: 0.266 3.711 -11.878  0.29
H: -0.057 4.514 -8.035  0.34
H: 1.073 5.138 -9.219  0.35
H: 2.260 3.263 -8.603  0.44
H: 1.566 3.074 -10.210  0.39
H: 1.462 1.196 -8.689  0.29
H: -0.500 2.479 -6.967  0.37
H: 1.246 2.312 -6.721  0.37
H: -0.742 -0.031 -7.193  0.72
H: -0.339 0.621 -5.684  -0.15
H: 0.524 -1.652 -5.125  0.00
H: 1.730 -2.410 -6.116  0.26
H: 0.141 -2.122 -6.795  0.48
C: -6.530 4.933 -1.928  -0.97
O: -5.183 5.173 -1.675  -0.48
C: -4.901 6.397 -1.103  -0.91
C: -3.340 6.487 -0.782  0.24
N: -2.524 6.017 -1.869  -0.26
C: -1.102 5.829 -1.755  0.09
C: -0.427 5.159 -2.914  -1.17
O: -0.953 3.842 -2.904  -0.47
C: -0.335 2.934 -3.774  -0.49
H: -7.065 5.741 -2.429  0.30
H: -7.184 4.843 -1.062  0.33
H: -6.709 3.987 -2.439  0.34
H: -5.470 6.696 -0.222  0.39
H: -5.107 7.272 -1.719  0.36
H: -3.157 5.979 0.165  -0.52
H: -3.069 7.504 -0.495  0.72
H: -3.019 5.155 -2.049  0.30
H: -0.968 5.403 -0.760  -0.19
H: -0.618 6.804 -1.702  0.53
H: 0.653 5.205 -2.776  0.46
H: -0.629 5.654 -3.864  0.30
H: 0.643 2.643 -3.392  0.19
H: -0.192 3.346 -4.772  0.39
H: -1.017 2.088 -3.863  -0.07
C: 3.822 0.791 3.452  -0.70
O: 3.463 -0.023 4.549  -0.09
C: 4.022 0.385 5.739  -0.92
C: 3.632 -0.687 6.730  -1.06
N: 2.220 -0.611 7.043  0.70
C: 1.787 -1.726 7.894  -0.59
C: 0.421 -1.516 8.527  -0.92
O: -0.455 -0.798 7.655  -0.03
C: -1.760 -0.718 8.226  -0.88
H: 3.376 0.527 2.493  -0.25
H: 4.905 0.733 3.350  0.34
H: 3.460 1.791 3.693  0.40
H: 3.852 1.420 6.035  0.46
H: 5.110 0.354 5.680  0.48
H: 4.073 -0.595 7.723  0.43
H: 3.788 -1.679 6.307  0.42
H: 1.539 -0.332 6.351  -0.31
H: 2.477 -2.078 8.661  0.40
H: 1.675 -2.586 7.234  0.26
H: 0.477 -0.962 9.464  0.41
H: -0.038 -2.494 8.670  0.53
H: -2.146 -1.703 8.488  0.36
H: -2.434 -0.320 7.468  0.11
H: -1.833 -0.141 9.148  0.37
C: 7.569 -8.399 -3.915  -0.76
O: 6.690 -7.705 -4.813  -0.34
C: 7.237 -6.523 -5.324  -0.49
C: 6.171 -5.843 -6.203  -0.82
N: 4.860 -5.576 -5.596  -0.30
C: 4.835 -4.456 -4.688  -0.77
C: 3.532 -4.390 -3.846  -0.02
O: 3.470 -5.345 -2.783  -0.14
C: 2.744 -6.523 -3.135  -0.98
H: 7.044 -9.228 -3.440  0.27
H: 7.782 -7.743 -3.071  0.30
H: 8.511 -8.651 -4.403  0.30
H: 8.075 -6.831 -5.950  0.49
H: 7.513 -5.765 -4.591  0.32
H: 5.999 -6.517 -7.041  0.37
H: 6.510 -4.909 -6.651  0.39
H: 4.992 -6.260 -4.865  0.16
H: 4.967 -3.528 -5.243  0.54
H: 5.702 -4.445 -4.027  0.23
H: 2.658 -4.391 -4.497  0.44
H: 3.469 -3.381 -3.437  -0.31
H: 3.262 -7.340 -2.632  0.33
H: 2.817 -6.777 -4.192  0.49
H: 1.693 -6.538 -2.845  0.16
C: -6.601 -7.566 7.654  -0.75
O: -5.862 -6.687 6.883  -0.28
C: -6.725 -5.698 6.286  -0.62
C: -5.863 -4.765 5.402  -0.43
N: -6.577 -3.572 5.017  -0.31
C: -5.725 -2.458 4.606  -0.81
C: -4.881 -2.791 3.315  -0.37
O: -4.313 -1.567 2.781  -0.17
C: -3.594 -1.695 1.523  -0.30
H: -7.094 -7.187 8.549  0.29
H: -5.859 -8.333 7.875  0.25
H: -7.415 -8.022 7.092  0.32
H: -7.171 -5.236 7.167  0.37
H: -7.553 -6.099 5.703  0.31
H: -5.540 -5.279 4.497  0.21
H: -5.000 -4.447 5.987  0.32
H: -7.156 -3.800 4.221  0.31
H: -5.101 -2.191 5.459  0.22
H: -6.341 -1.569 4.476  0.31
H: -5.640 -3.062 2.581  0.31
H: -4.183 -3.616 3.460  0.35
H: -3.303 -0.770 1.024  -0.37
H: -4.307 -2.178 0.854  0.57
H: -2.788 -2.421 1.632  0.19
O: 0.483 5.440 4.211  -0.68
H: 0.515 4.644 4.742  0.24
H: -0.087 6.032 4.701  0.28
O: -1.185 -1.738 -0.826  2.31
H: -0.681 -0.955 -1.047  -0.81
H: -0.686 -2.155 -0.124  -0.66
O: 6.106 -0.219 -0.966  -0.82
H: 5.641 -1.014 -0.705  0.30
H: 5.598 0.494 -0.579  0.29
O: 4.047 2.388 -0.126  0.44
H: 4.425 3.069 0.431  -0.09
H: 3.241 2.132 0.321  -0.16
C: 2.551 -3.218 3.539  0.05
C: 1.277 -2.519 3.073  0.22
O: 1.373 -2.052 1.712  1.11
O: 3.708 -2.455 3.615  -0.51
H: 2.684 -4.022 2.814  -0.59
H: 2.288 -3.702 4.479  0.57
H: 1.117 -1.595 3.629  -0.51
H: 0.473 -3.249 3.161  0.55
H: 2.272 -1.833 1.452  -1.04
H: 3.446 -1.593 3.946  0.40
C: 1.873 5.770 1.069  0.34
C: 2.648 6.179 -0.217  -0.26
O: 2.097 7.380 -0.763  -0.63
O: 2.490 5.978 2.361  -0.68
H: 1.678 4.699 1.018  -0.46
H: 0.910 6.274 1.154  0.44
H: 2.657 5.440 -1.017  0.25
H: 3.657 6.472 0.074  0.32
H: 2.535 7.552 -1.600  0.34
H: 1.822 5.823 3.032  0.32
C: -2.767 2.291 -0.320  2.09
C: -4.092 2.232 0.431  -0.51
O: -4.800 3.429 0.403  -0.47
O: -3.000 2.653 -1.654  -0.64
H: -2.318 1.298 -0.296  -0.80
H: -2.003 2.933 0.119  0.10
H: -3.827 2.060 1.475  0.08
H: -4.750 1.495 -0.029  0.26
H: -4.699 3.830 -0.463  0.24
H: -2.152 2.848 -2.061  0.03
C: 1.495 0.487 -0.792  -0.47
C: 0.572 1.228 0.119  1.68
O: 1.444 1.780 1.164  0.66
O: 0.958 -0.204 -1.875  1.30
H: 2.110 -0.174 -0.182  -0.72
H: 2.133 1.162 -1.363  0.31
H: -0.156 0.507 0.490  -0.41
H: 0.097 2.046 -0.421  -0.67
H: 0.987 1.623 1.993  -0.88
H: 1.470 0.101 -2.627  -1.14
C: 3.373 1.236 -4.117  -0.98
C: 4.428 0.124 -3.986  0.17
O: 4.387 -0.666 -5.161  -0.43
O: 2.035 0.730 -4.253  0.12
H: 3.591 1.837 -5.000  0.60
H: 3.428 1.973 -3.315  0.35
H: 4.182 -0.529 -3.149  -0.50
H: 5.419 0.536 -3.799  0.42
H: 4.512 -0.116 -5.938  0.29
H: 1.945 0.332 -5.122  0.04
C: 7.078 3.572 -1.884  0.03
C: 6.709 4.802 -1.066  0.19
O: 7.793 5.001 -0.298  -0.56
O: 8.022 3.981 -2.878  -0.60
H: 6.212 3.185 -2.421  -0.04
H: 7.531 2.832 -1.225  0.26
H: 5.773 4.697 -0.517  -0.40
H: 6.585 5.678 -1.702  0.48
H: 8.163 5.838 -0.590  0.32
H: 8.732 4.543 -2.559  0.31
C: -3.126 -0.306 -2.904  1.21
C: -3.477 -0.434 -4.413  -1.14
O: -2.455 -1.086 -5.193  -0.25
O: -3.338 -1.493 -2.313  -0.17
H: -3.764 0.403 -2.377  -0.21
H: -2.074 -0.070 -2.746  -0.36
H: -3.490 0.590 -4.785  0.49
H: -4.486 -0.821 -4.550  0.35
H: -2.324 -2.002 -4.938  0.43
H: -2.665 -1.614 -1.639  0.17
C: 5.151 -3.843 -0.395  -0.35
C: 3.936 -2.891 -0.405  1.77
O: 4.129 -1.882 0.550  -0.53
O: 5.139 -4.615 0.829  -0.51
H: 6.092 -3.309 -0.525  0.43
H: 5.016 -4.460 -1.283  0.01
H: 3.024 -3.456 -0.213  -0.42
H: 3.744 -2.465 -1.390  -0.83
H: 4.385 -2.268 1.391  0.17
H: 5.045 -5.552 0.643  0.23
C: -2.550 0.760 4.701  -0.69
C: -1.211 0.580 3.858  0.81
O: -0.953 1.822 3.209  0.89
O: -2.584 1.990 5.381  -0.47
H: -2.835 -0.107 5.298  0.10
H: -3.230 0.695 3.851  0.38
H: -1.246 -0.297 3.211  0.30
H: -0.344 0.463 4.509  -0.94
H: -1.440 2.463 3.731  -0.65
H: -3.490 2.079 5.686  0.27
C: 0.730 2.334 8.377  -0.22
C: 0.602 2.762 6.879  0.60
O: -0.501 3.622 6.577  -0.62
O: 1.987 1.677 8.536  -0.65
H: -0.161 1.745 8.593  -0.12
H: 0.588 3.162 9.072  0.42
H: 0.623 1.882 6.236  -0.52
H: 1.435 3.365 6.516  0.31
H: -1.207 3.043 6.281  0.31
H: 1.966 0.847 8.054  0.26
C: 6.624 5.432 3.215  -0.56
C: 5.628 4.223 2.895  -0.53
O: 4.792 4.465 1.809  0.12
O: 7.696 5.597 2.366  -0.58
H: 7.081 5.235 4.185  0.40
H: 6.034 6.344 3.303  0.26
H: 5.008 3.999 3.763  0.32
H: 6.118 3.274 2.678  0.42
H: 4.075 5.045 2.076  0.02
H: 7.377 5.248 1.531  0.35

3.
The following is a DFT calculation (wB97M-V/def2-TZVPD) of C24H10Cl2F5MoN4O2S as an isolated structure.

**LUMO level (spin up / spin down)**: -5.5 / -5.6 eV
**Charge**: +1
**Frontier orbital gap (spin up / spin down)**: 5.419 / 5.264 eV
**Spin multiplicity**: 3
**<S²>**: 2.032

Last column: Löwdin spin population.
CARTESIAN COORDINATES (ANGSTROEM)
Mo: 0.431 0.154 0.552  1.67
Cl: -3.564 -3.186 5.370  0.01
C: -2.926 -1.986 4.335  0.02
C: -1.835 -2.277 3.568  0.00
C: -1.282 -1.311 2.697  0.03
N: -0.198 -1.471 1.871  0.04
C: 0.444 -2.712 1.907  0.01
O: 0.186 -3.647 2.625  0.02
C: 1.540 -2.858 0.926  0.01
C: 2.203 -4.071 0.878  0.00
C: 3.223 -4.240 -0.036  0.01
C: 3.524 -3.170 -0.858  0.00
C: 2.813 -1.991 -0.733  0.00
N: 1.817 -1.807 0.150  0.00
C: -1.881 -0.018 2.630  0.02
C: -3.009 0.252 3.436  0.00
C: -3.522 -0.703 4.268  0.02
Cl: -4.890 -0.331 5.222  0.01
N: -1.263 0.840 1.748  0.05
C: -1.790 2.132 1.638  0.01
O: -2.702 2.608 2.270  0.03
C: -1.140 2.969 0.607  0.01
C: -1.623 4.252 0.423  0.00
C: -1.039 5.056 -0.536  0.01
C: 0.010 4.520 -1.261  0.00
C: 0.430 3.230 -1.003  0.00
N: -0.127 2.431 -0.076  0.00
H: -1.414 -3.258 3.646  0.00
H: 1.893 -4.847 1.562  0.00
H: 3.764 -5.174 -0.105  0.00
H: 4.309 -3.227 -1.598  0.00
H: 3.073 -1.164 -1.367  0.00
H: -3.489 1.208 3.415  0.00
H: -2.445 4.580 1.041  0.00
H: -1.388 6.064 -0.709  0.00
H: 0.519 5.089 -2.026  0.00
H: 1.260 2.838 -1.562  0.00
F: -0.283 0.058 -6.229  0.00
C: 0.259 0.234 -5.035  0.00
C: -0.481 -0.027 -3.894  0.00
F: -1.736 -0.449 -3.987  0.00
C: 0.107 0.168 -2.662  0.01
F: -0.665 -0.067 -1.544  0.03
C: 1.407 0.613 -2.499  0.00
S: 2.149 0.865 -0.911  0.00
C: 2.121 0.877 -3.662  0.00
F: 3.374 1.319 -3.573  0.00
C: 1.564 0.689 -4.917  0.00
F: 2.271 0.946 -6.004  0.00

4.
The following is a DFT calculation (wB97M-V/def2-TZVPD) of a 2-piece molecular cluster, C4H13NO3 overall.

**LUMO level**: 0.7 eV
**Frontier orbital gap**: 9.659 eV
**SMILES string**: C[C@H](CO)NCO.O
**Energy relative to the best compared isomer or geometry (same formula, charge and spin)**: 181.9 kJ/mol

Last column: Mulliken charge in e.
CARTESIAN COORDINATES (ANGSTROEM)
C: -0.554 2.053 -1.076  -1.53
C: -0.603 0.987 0.006  0.51
C: 0.730 1.077 0.794  -0.66
O: 1.012 -0.093 1.544  -0.52
N: -0.705 -0.314 -0.588  -0.24
C: -1.146 -1.449 0.262  -0.52
O: -1.839 -1.093 1.415  -0.55
H: -1.271 1.839 -1.867  0.41
H: -0.670 3.064 -0.710  0.35
H: 0.408 1.989 -1.585  0.38
H: -1.337 1.226 0.759  0.26
H: 0.777 1.918 1.462  0.34
H: 1.523 1.214 0.044  0.29
H: 1.398 -0.725 0.925  0.27
H: -1.082 -0.364 -1.524  0.27
H: -1.872 -2.034 -0.264  0.41
H: -0.256 -2.050 0.450  0.21
H: -1.308 -0.619 2.062  0.33
O: 2.475 -2.506 -0.513  -0.68
H: 1.521 -2.408 -0.637  0.34
H: 2.798 -1.713 -0.960  0.33

no.,strongest force on any atom (eV/Å)
1,3.42
2,3.79
3,1.98
4,1.61